C25H16BrCl4N7O3S2TeTi as an isolated structure at a distorted geometry, computed with ωB97M-V/def2-TZVPD.

Structure (XYZ):
```
60
C25H16BrCl4N7O3S2TeTi | OMol25 | ωB97M-V/def2-TZVPD
Ti 0.29 1.11 -0.38
S -5.05 -1.44 -4.80
N -5.15 -0.56 -3.44
C -3.92 -0.28 -3.06
C -3.54 0.46 -1.89
C -4.43 0.99 -0.98
C -3.95 1.67 0.14
C -2.58 1.75 0.33
N -1.68 1.25 -0.52
C -2.14 0.63 -1.67
C -1.18 0.17 -2.56
N 0.16 0.57 -2.30
C 1.12 -0.07 -3.08
C 0.83 -0.91 -4.10
C -0.52 -1.17 -4.46
C -1.51 -0.62 -3.70
C -2.92 -0.83 -3.94
N -3.43 -1.50 -4.95
H -5.50 0.87 -1.15
H -4.62 2.09 0.87
H -2.19 2.25 1.20
H 2.14 0.22 -2.88
H 1.64 -1.37 -4.65
H -0.76 -1.80 -5.31
Cl -0.03 4.85 5.22
C 0.05 3.49 4.16
C 0.01 2.20 4.66
Cl -0.14 1.95 6.36
C 0.09 1.11 3.79
Cl 0.07 -0.49 4.46
C 0.19 1.28 2.41
O 0.27 0.33 1.50
C 0.23 2.61 1.90
O 0.32 2.73 0.60
C 0.16 3.69 2.78
Cl 0.21 5.28 2.11
O 6.03 0.73 1.68
C 4.85 0.76 1.03
C 4.13 1.92 0.80
C 2.94 1.86 0.13
N 2.35 0.71 -0.29
C 3.10 -0.39 -0.10
Br 2.52 -2.04 -0.81
C 4.33 -0.42 0.53
H 6.26 1.63 1.95
H 4.52 2.88 1.12
H 2.41 2.78 -0.11
H 4.86 -1.35 0.64
C 0.04 -5.42 1.49
N -0.34 -4.46 0.48
C -0.40 -3.12 0.68
N -0.05 -2.66 1.88
S -0.95 -2.10 -0.53
H -0.20 -6.42 1.13
H -0.51 -5.24 2.41
H 1.12 -5.39 1.71
H -0.47 -4.76 -0.47
H 0.42 -3.24 2.55
H 0.05 -1.64 1.95
Te 0.47 2.85 -2.54
```

Results
Relative energy (zero: lowest compared OMol25 entry of this formula, charge and spin), kJ/mol: 105.12
Largest force on an atom, hartree/bohr: 0.0553
Kohn-Sham gap (spin up / spin down), eV: 4.766 / 4.720
LUMO level (spin up / spin down), eV: 1.935 / 1.933
HOMO energy (spin up / spin down), eV: -2.83 / -2.79
Multiplicity: 2
Molecular weight, u: 923.8
Charge: -1

Here are the Löwdin charges for atoms 1 to 8, given in e: Ti 0.62; S 0.93; N -0.23; C -0.30; C -0.10; C -0.01; C -0.06; C -0.09